C20H19CrOP | the ωB97M-V functional and the def2-TZVPD basis

⟨S²⟩ = 6.134
HOMO (spin up / spin down) = -7.11 / -7.23 eV
HOMO-LUMO gap (spin up / spin down) = 6.0095 / 6.2059 eV
strongest force on any atom = 0.0735 Eh/bohr
multiplicity = 5
electronic energy = -60798.7337 eV
LUMO level (spin up / spin down) = -0.040 / -0.038 hartree

CARTESIAN COORDINATES (ANGSTROEM)
Cr: 0.000 0.000 0.000
C: 0.660 -0.291 -1.978
H: 1.756 -0.393 -2.040
H: 0.184 -1.188 -2.418
H: 0.362 0.592 -2.575
H: -1.302 1.017 -0.733
H: -1.659 0.263 -0.658
O: 2.933 -0.109 0.084
C: 1.897 -0.484 0.608
C: 1.754 -1.714 1.355
C: 2.595 -2.807 1.189
C: 2.247 -4.023 1.765
C: 1.050 -4.138 2.505
C: 0.224 -3.018 2.695
C: 0.594 -1.786 2.143
P: -0.252 -0.177 2.336
C: -0.289 -0.511 4.117
C: -1.501 -0.727 4.788
C: -1.503 -0.946 6.171
C: -0.300 -0.939 6.889
C: 0.906 -0.715 6.223
C: 0.914 -0.501 4.844
C: -0.726 1.561 2.319
C: 0.112 2.457 3.010
C: -0.160 3.822 3.037
C: -1.268 4.325 2.356
C: -2.115 3.442 1.668
C: -1.857 2.068 1.656
H: 3.483 -2.726 0.565
H: 2.878 -4.885 1.613
H: 0.774 -5.089 2.924
H: -0.683 -3.113 3.282
H: -2.437 -0.725 4.246
H: -2.435 -1.116 6.695
H: -0.302 -1.101 7.957
H: 1.838 -0.700 6.775
H: 1.854 -0.318 4.340
H: 0.986 2.092 3.539
H: 0.496 4.497 3.579
H: -1.469 5.386 2.366
H: -2.973 3.846 1.140
H: -2.529 1.408 1.129

***

C46H53NOP2PdSSi | the ωB97M-V functional and the def2-TZVPD basis

HOMO = -6.54 eV
HOMO-LUMO gap = 5.8154 eV
strongest force on any atom = 0.0337 Eh/bohr
electronic energy = -92872.2044 eV
energy relative to the best compared isomer or geometry (same formula, charge and spin) = 47.7 kJ/mol
LUMO level = -0.026 hartree

CARTESIAN COORDINATES (ANGSTROEM)
Pd: -0.181 -0.149 -0.196
C: -0.456 5.901 2.590
Si: -1.750 4.570 2.466
C: -3.428 5.342 2.302
C: -1.635 3.595 4.026
C: -1.392 3.721 0.807
C: -1.131 4.564 -0.269
C: -0.785 4.088 -1.530
C: -0.614 2.742 -1.680
N: -0.850 1.874 -0.679
C: -1.302 2.315 0.545
S: -1.782 1.034 1.623
H: -0.623 6.525 3.483
H: -0.462 6.568 1.712
H: 0.546 5.454 2.667
H: -3.682 5.942 3.192
H: -4.205 4.573 2.173
H: -3.457 6.009 1.426
H: -1.716 4.293 4.877
H: -0.669 3.079 4.091
H: -2.420 2.843 4.109
H: -1.192 5.645 -0.124
H: -0.616 4.757 -2.364
H: -0.295 2.313 -2.621
C: -2.611 -2.351 -0.190
C: -1.418 -3.246 -0.464
P: 0.120 -2.436 0.152
C: -0.091 -2.807 1.952
C: -0.399 -4.117 2.356
C: -0.611 -4.421 3.693
C: -0.528 -3.417 4.653
C: -0.224 -2.122 4.269
C: 0.002 -1.821 2.926
C: 1.363 -3.653 -0.392
C: 2.239 -4.262 0.503
C: 3.107 -5.257 0.063
C: 3.109 -5.644 -1.271
C: 2.268 -5.005 -2.178
C: 1.411 -4.004 -1.744
P: -2.351 -0.748 -1.043
C: -4.017 -0.018 -1.075
C: -5.167 -0.751 -1.366
C: -6.406 -0.121 -1.391
C: -6.511 1.240 -1.107
C: -5.372 1.970 -0.796
C: -4.131 1.345 -0.785
C: -2.052 -1.252 -2.824
C: -0.772 -1.137 -3.398
C: -0.545 -1.408 -4.745
C: -1.597 -1.782 -5.561
C: -2.870 -1.904 -5.022
C: -3.094 -1.644 -3.676
H: -2.696 -2.139 0.876
H: -3.538 -2.802 -0.514
H: -1.345 -3.436 -1.529
H: -1.495 -4.201 0.036
H: -0.464 -4.912 1.619
H: -0.841 -5.441 3.985
H: -0.700 -3.652 5.701
H: -0.162 -1.334 5.010
H: 0.248 -0.830 2.655
H: 2.232 -3.976 1.545
H: 3.779 -5.733 0.770
H: 3.771 -6.434 -1.608
H: 2.280 -5.289 -3.224
H: 0.775 -3.497 -2.466
H: -5.123 -1.815 -1.571
H: -7.294 -0.696 -1.629
H: -7.482 1.723 -1.121
H: -5.449 3.025 -0.557
H: -3.240 1.915 -0.535
H: 0.038 -0.827 -2.803
H: 0.459 -1.302 -5.152
H: -1.431 -1.968 -6.617
H: -3.703 -2.194 -5.656
H: -4.101 -1.743 -3.299
C: 2.264 0.734 -3.131
C: 3.192 1.737 -2.434
C: 2.434 3.007 -2.031
C: 3.901 1.159 -1.209
C: 5.290 1.279 -1.143
C: 6.025 0.826 -0.059
C: 5.332 0.233 0.983
C: 3.944 0.075 0.951
C: 3.232 -0.507 2.156
C: 4.017 -1.616 2.860
C: 2.930 0.620 3.153
C: 3.184 0.553 -0.147
O: 1.839 0.498 -0.220
H: 1.844 1.164 -4.054
H: 1.455 0.464 -2.463
H: 2.812 -0.177 -3.392
H: 3.968 2.016 -3.145
H: 1.708 2.770 -1.246
H: 1.899 3.449 -2.889
H: 3.130 3.755 -1.638
H: 5.809 1.761 -1.972
H: 7.106 0.929 -0.030
H: 5.888 -0.110 1.857
H: 2.300 -0.919 1.804
H: 4.903 -1.219 3.366
H: 4.343 -2.383 2.154
H: 3.391 -2.088 3.635
H: 3.870 1.078 3.478
H: 2.403 0.247 4.043
H: 2.315 1.399 2.681

***

C34H54NO14S5 | the ωB97M-V functional and the def2-TZVPD basis

HOMO = -11.62 eV
HOMO-LUMO gap = 7.0746 eV
strongest force on any atom = 0.0471 Eh/bohr
electronic energy = -120452.7653 eV
charge = +1
LUMO level = -0.167 hartree

CARTESIAN COORDINATES (ANGSTROEM)
C: 0.618 -0.954 0.494
C: -0.282 -1.726 0.295
C: -1.551 -2.528 0.124
C: -2.625 -1.891 1.030
C: -3.077 -0.563 0.666
C: -2.560 0.220 -0.556
O: -2.150 1.326 -0.372
O: -2.537 -0.326 -1.806
C: -4.026 0.075 1.490
C: -4.495 -0.618 2.642
C: -5.500 0.127 3.534
C: -4.837 1.505 3.925
O: -5.318 2.510 3.017
C: -4.342 3.462 2.743
O: -4.307 3.920 1.647
N: -4.061 -1.852 2.935
C: -3.142 -2.511 2.171
C: -2.710 -3.876 2.646
C: -3.678 -4.831 2.815
H: 1.228 -0.172 0.937
H: -1.874 -2.538 -0.938
H: -1.359 -3.590 0.378
H: -3.349 -0.858 -1.900
H: -4.414 1.081 1.273
H: -6.488 0.256 3.058
H: -5.574 -0.430 4.496
H: -3.737 1.433 3.764
H: -5.009 1.751 4.992
H: -3.641 3.795 3.548
H: -4.432 -2.278 3.784
H: -1.652 -4.079 2.882
H: -4.342 -5.021 1.954
H: -3.793 -5.387 3.764
C: 5.788 -1.746 -0.495
C: 6.334 -3.165 -0.317
C: 5.174 -4.048 0.155
S: 3.680 -3.302 -0.496
O: 2.877 -2.827 0.611
O: 3.129 -4.149 -1.527
C: 4.480 -1.899 -1.261
H: 6.492 -1.108 -1.028
H: 5.598 -1.298 0.485
H: 6.711 -3.531 -1.275
H: 7.162 -3.193 0.391
H: 5.263 -5.065 -0.223
H: 5.099 -4.061 1.242
H: 3.835 -1.024 -1.192
H: 4.662 -2.151 -2.306
C: 9.673 0.481 -4.684
C: 8.329 1.070 -5.127
C: 7.249 0.492 -4.205
S: 8.062 0.130 -2.648
O: 8.050 -1.299 -2.445
O: 7.596 1.050 -1.640
C: 9.703 0.611 -3.165
H: 10.513 0.999 -5.145
H: 9.727 -0.573 -4.970
H: 8.357 2.157 -5.025
H: 8.115 0.845 -6.172
H: 6.443 1.202 -4.032
H: 6.845 -0.440 -4.598
H: 10.443 -0.031 -2.692
H: 9.855 1.648 -2.861
C: 3.985 -6.787 3.493
C: 3.160 -7.798 2.688
C: 4.049 -8.317 1.553
S: 5.740 -8.190 2.143
O: 6.435 -7.216 1.338
O: 6.265 -9.510 2.369
C: 5.342 -7.444 3.718
H: 3.503 -6.531 4.437
H: 4.106 -5.867 2.914
H: 2.870 -8.629 3.337
H: 2.245 -7.353 2.298
H: 3.831 -9.355 1.310
H: 3.958 -7.700 0.659
H: 6.121 -6.738 3.999
H: 5.275 -8.244 4.457
C: -4.529 4.047 -1.817
C: -3.325 3.951 -2.761
C: -3.543 2.731 -3.660
S: -5.319 2.515 -3.787
O: -5.677 1.265 -3.149
O: -5.743 2.837 -5.124
C: -5.760 3.858 -2.693
H: -4.554 5.001 -1.292
H: -4.476 3.251 -1.069
H: -3.271 4.855 -3.373
H: -2.387 3.870 -2.213
H: -3.128 2.880 -4.654
H: -3.126 1.828 -3.215
H: -6.653 3.598 -2.128
H: -5.946 4.741 -3.306
C: -6.606 9.206 1.393
C: -5.697 8.003 1.672
C: -6.123 6.876 0.725
S: -6.819 7.675 -0.725
O: -8.221 7.354 -0.796
O: -5.930 7.485 -1.845
C: -6.649 9.350 -0.124
H: -6.235 10.112 1.870
H: -7.610 9.007 1.778
H: -4.659 8.279 1.472
H: -5.757 7.686 2.713
H: -5.278 6.260 0.426
H: -6.898 6.252 1.168
H: -7.483 9.954 -0.476
H: -5.709 9.747 -0.509

***

C4H15NO2 | the ωB97M-V functional and the def2-TZVPD basis

⟨S²⟩ = 0.751
HOMO (spin up / spin down) = 0.74 / -5.54 eV
HOMO-LUMO gap (spin up / spin down) = 3.1007 / 9.2144 eV
strongest force on any atom = 0.0685 Eh/bohr
multiplicity = 2
electronic energy = -9974.4312 eV
energy relative to the best compared isomer or geometry (same formula, charge and spin) = 97.0 kJ/mol
charge = -1
LUMO level (spin up / spin down) = 0.141 / 0.135 hartree

CARTESIAN COORDINATES (ANGSTROEM)
C: 0.670 -2.566 0.598
C: 0.154 -1.182 0.898
N: 1.141 -0.140 0.544
C: 0.605 1.156 1.109
C: 1.332 2.396 0.486
H: 1.649 -2.685 1.053
H: -0.049 -3.283 1.016
H: 0.503 -2.714 -0.473
H: -0.146 -1.022 1.923
H: -0.738 -0.874 0.314
H: 1.187 0.299 -0.373
H: 0.614 1.249 2.213
H: -0.457 1.261 0.851
H: 1.897 2.003 -0.345
H: 2.018 2.714 1.269
H: 0.673 3.238 0.274
H: -1.370 -1.386 -3.382
H: -1.098 -0.979 -1.914
O: -1.803 -1.028 -2.585
H: -2.529 0.543 -1.486
H: -1.885 1.843 -1.245
O: -2.370 1.158 -0.745

***

C3H5N2O3 | the ωB97M-V functional and the def2-TZVPD basis

HOMO = -4.26 eV
HOMO-LUMO gap = 8.2289 eV
strongest force on any atom = 0.0815 Eh/bohr
electronic energy = -12315.2065 eV
energy relative to the best compared isomer or geometry (same formula, charge and spin) = 241.0 kJ/mol
charge = -1
LUMO level = 0.146 hartree

CARTESIAN COORDINATES (ANGSTROEM)
C: -0.080 -0.110 0.957
C: 1.507 -0.460 1.400
C: -1.658 0.401 -0.818
N: 0.652 -0.159 -1.286
N: -0.421 -0.197 -0.366
O: 1.913 0.238 2.296
O: -0.918 0.255 1.771
O: 2.046 -1.371 0.828
H: -1.195 1.166 -1.401
H: -2.219 -0.272 -1.508
H: -2.135 0.870 0.046
H: 1.296 -0.956 -0.873
H: 1.212 0.594 -1.045

***

C25H44O2P2Ru | the ωB97M-V functional and the def2-TZVPD basis

⟨S²⟩ = 8.765
HOMO (spin up / spin down) = -8.51 / -11.49 eV
HOMO-LUMO gap (spin up / spin down) = 6.6043 / 5.8468 eV
strongest force on any atom = 0.1052 Eh/bohr
multiplicity = 6
electronic energy = -51882.9136 eV
energy relative to the best compared isomer or geometry (same formula, charge and spin) = 0.0 kJ/mol
charge = +1
LUMO level (spin up / spin down) = -0.070 / -0.207 hartree

CARTESIAN COORDINATES (ANGSTROEM)
Ru: -0.158 -1.920 0.980
C: -0.475 -2.128 3.150
C: -1.742 -1.949 2.469
C: -0.769 -3.920 1.684
C: 0.137 -3.321 2.659
C: -1.924 -3.086 1.590
C: 0.056 -1.247 4.241
H: -0.334 -0.229 4.154
H: 1.148 -1.198 4.217
H: -0.242 -1.632 5.225
C: 1.447 -3.910 3.083
H: 2.050 -3.178 3.626
H: 2.020 -4.235 2.209
H: 1.295 -4.778 3.739
C: -0.519 -5.210 0.966
H: -0.834 -6.068 1.576
H: 0.546 -5.322 0.740
H: -1.068 -5.248 0.021
C: -3.155 -3.372 0.783
H: -3.835 -4.031 1.339
H: -2.907 -3.865 -0.161
H: -3.702 -2.453 0.555
C: -2.774 -0.909 2.789
H: -3.487 -1.271 3.543
H: -3.346 -0.632 1.898
H: -2.310 0.000 3.183
C: 1.783 4.616 -1.548
C: 0.990 4.967 -0.528
C: -0.334 5.685 -0.529
C: -1.112 5.737 -1.862
C: -1.449 4.369 -2.404
C: -0.694 3.552 -3.149
C: 0.703 3.737 -3.682
C: 1.573 4.833 -3.027
H: -0.183 6.714 -0.166
H: -0.563 6.333 -2.593
H: -0.971 5.203 0.226
H: 1.151 5.818 -3.231
H: 2.693 4.074 -1.290
H: 1.340 4.700 0.470
H: 2.551 4.815 -3.522
H: 1.225 2.775 -3.583
H: -1.141 2.596 -3.423
H: 0.650 3.928 -4.766
H: -2.048 6.276 -1.675
H: -2.432 3.994 -2.120
P: 0.850 0.112 0.775
C: 2.647 0.373 1.055
C: 0.132 1.630 1.532
P: -0.792 -0.974 -0.991
C: 0.546 0.313 -1.046
C: -2.359 -0.017 -1.147
C: -0.746 -1.870 -2.595
H: 3.162 -0.539 0.742
H: 2.820 0.526 2.125
H: 3.025 1.238 0.500
H: 0.420 2.529 0.975
H: 0.491 1.723 2.562
H: -0.957 1.549 1.556
H: -0.707 -1.182 -3.446
H: -1.640 -2.496 -2.677
H: 0.136 -2.515 -2.583
H: 1.401 -0.118 -1.576
H: 0.313 1.308 -1.441
H: -3.176 -0.703 -1.388
H: -2.288 0.741 -1.935
H: -2.589 0.467 -0.195
C: 3.358 -2.995 -1.714
C: 2.374 -3.245 -0.622
O: 2.412 -4.386 0.001
O: 1.502 -2.291 -0.347
H: 4.028 -3.871 -1.846
H: 3.971 -2.104 -1.466
H: 2.816 -2.811 -2.665